No. 1
C32H30N6O2SSbV as an isolated structure in a non-equilibrium geometry. Source: the Open Molecules 2025 dataset; level of theory: ωB97M-V/def2-TZVPD.

Each line ends with the Mulliken charge.
CARTESIAN COORDINATES (ANGSTROEM)
Sb (1.614, 0.896, -0.116)  1.44
V (-1.065, -1.450, -0.986)  0.03
S (1.428, -1.194, -1.041)  -0.62
O (-0.900, -2.441, 5.276)  -0.62
O (-2.310, -2.552, -3.201)  -0.67
N (-2.969, -0.661, -0.805)  0.52
N (-1.091, -0.179, -2.628)  0.87
N (-2.939, -2.456, 4.290)  -0.33
N (-0.837, -2.565, 0.586)  1.17
N (-2.391, 0.684, -4.174)  -0.01
N (-4.625, 0.351, -1.846)  0.00
C (-2.257, -4.350, -1.665)  -1.40
C (1.128, -0.185, 2.673)  -0.45
C (1.036, 2.711, -2.476)  -0.78
C (1.250, 2.228, 2.649)  -0.43
C (-1.370, -2.304, 1.793)  -0.94
C (1.223, 1.012, 1.976)  0.46
C (-0.988, -2.949, 2.958)  0.16
C (-5.131, -0.110, -0.658)  -1.01
C (4.138, 2.518, -0.780)  -0.34
C (0.036, -3.887, 2.900)  -0.15
C (0.711, 2.548, -1.135)  0.65
C (0.581, -4.183, 1.659)  -1.35
C (-1.947, -2.917, -2.084)  1.18
C (-2.320, 0.222, -2.907)  -0.35
C (-1.588, -2.588, 4.288)  0.22
C (0.583, 3.829, -3.160)  -0.71
C (-3.321, 0.000, -1.906)  0.05
C (3.686, 1.310, -0.267)  0.63
C (5.947, 0.570, 0.036)  -0.66
C (1.039, -0.169, 4.058)  -0.45
C (1.052, 1.043, 4.734)  -0.72
C (0.108, -3.530, 0.541)  -0.55
C (-0.494, 4.621, -1.160)  -0.62
C (-0.172, 4.788, -2.499)  -0.59
C (4.585, 0.333, 0.143)  -0.70
C (-0.360, -0.011, -3.767)  -0.51
C (-0.058, 3.496, -0.473)  -0.46
C (-1.152, 0.522, -4.738)  -1.01
C (1.155, 2.237, 4.033)  -0.67
C (-4.096, -0.726, -0.026)  -0.20
C (6.404, 1.775, -0.483)  -0.50
C (5.503, 2.748, -0.888)  -0.61
H (0.672, -0.309, -3.825)  0.55
H (7.467, 1.956, -0.572)  0.39
H (-0.949, 0.782, -5.762)  0.44
H (1.360, 3.163, 2.114)  0.47
H (1.652, 1.980, -2.983)  0.47
H (-3.159, -4.696, -2.178)  0.42
H (-4.112, -1.215, 0.932)  0.46
H (-0.338, 3.358, 0.564)  0.53
H (1.372, -4.912, 1.559)  0.44
H (-0.500, 5.675, -3.025)  0.42
H (5.861, 3.686, -1.292)  0.41
H (3.433, 3.279, -1.096)  0.35
H (-1.078, 5.372, -0.644)  0.42
H (-2.379, -4.458, -0.588)  0.24
H (-1.431, -4.990, -1.989)  0.29
H (0.997, 1.056, 5.814)  0.43
H (1.168, 3.181, 4.563)  0.42
H (-6.156, 0.032, -0.368)  0.41
H (0.829, 3.953, -4.207)  0.47
H (-5.159, 0.809, -2.565)  0.18
H (4.229, -0.613, 0.534)  0.33
H (-3.499, -2.771, 3.519)  0.20
H (0.946, -1.100, 4.601)  0.50
H (0.379, -4.369, 3.806)  0.51
H (-2.108, -1.512, 1.826)  0.60
H (1.132, -1.129, 2.137)  0.21
H (6.653, -0.186, 0.350)  0.40
H (-3.401, -2.264, 5.164)  0.26
H (-3.217, 0.961, -4.674)  0.18
H (0.510, -3.750, -0.437)  0.64

Summary:
- LUMO level (alpha / beta) (eV) = -2.37 / -2.44
- HOMO (alpha / beta) (eV) = -9.1 / -9.1
- 2S+1 = 4
- net charge = +1
- ΔE to the lowest compared entry with this formula, charge and spin (eV) = 0.3802
- largest force on an atom (Eh/bohr) = 0.055

***

No. 2
A 5-piece molecular cluster, C18H44N9O8S overall in a non-equilibrium geometry. Source: the Open Molecules 2025 dataset; level of theory: ωB97M-V/def2-TZVPD.

Each line ends with the Mulliken charge.
CARTESIAN COORDINATES (ANGSTROEM)
S (-1.458, 0.597, 0.014)  -0.13
O (0.929, 0.304, -1.212)  0.24
O (5.232, -2.458, -0.603)  -0.40
O (-4.674, 0.984, 2.413)  -0.67
O (-7.101, 3.738, -1.177)  -0.67
O (3.750, -4.071, -0.146)  -0.50
O (4.013, -6.566, 4.946)  -0.65
O (-0.631, 6.266, 1.496)  -0.62
O (0.899, -2.798, 1.891)  -0.32
N (2.470, -4.972, 4.483)  -0.32
N (-1.146, 4.105, 1.066)  -0.11
N (-6.126, 2.684, 1.944)  -0.32
N (-4.566, 2.008, 0.399)  -0.22
N (-7.869, 1.641, -1.596)  -0.34
N (0.198, -0.091, -0.063)  0.08
N (-2.818, 5.689, 1.294)  -0.31
N (4.092, -5.539, 2.925)  -0.28
N (-9.326, 3.419, -1.419)  -0.40
C (0.932, 0.556, 1.102)  -0.99
C (-8.041, 2.977, -1.385)  0.66
C (1.247, 0.200, -3.575)  -0.65
C (3.520, 1.445, -3.508)  -0.73
C (2.009, 1.523, -3.797)  -0.48
C (4.115, -0.304, -0.272)  0.54
C (-0.170, -2.176, 1.340)  0.47
C (2.286, -0.041, 1.465)  -0.09
C (0.211, 0.261, -2.467)  -0.59
C (4.246, -3.333, -0.942)  0.74
C (4.830, -1.482, 0.367)  -0.86
C (3.848, -3.288, -2.393)  -0.97
C (0.171, -1.599, -0.038)  -1.64
C (-0.283, -3.712, 1.367)  -0.92
C (3.560, -5.750, 4.169)  0.51
C (-5.112, 1.835, 1.660)  0.66
C (-1.481, 5.424, 1.301)  0.54
C (3.537, 0.597, 0.832)  -1.19
H (-0.446, -0.610, -2.521)  0.48
H (1.924, -0.635, -3.375)  0.09
H (1.560, 2.297, -3.171)  0.24
H (-0.565, -1.921, -0.770)  0.88
H (4.201, -1.967, 1.119)  0.36
H (4.888, -6.096, 2.675)  0.18
H (-10.113, 2.822, -1.590)  0.16
H (-0.167, 3.890, 1.078)  0.03
H (0.262, 0.569, 1.959)  0.59
H (-3.803, 1.390, 0.215)  0.02
H (2.344, 0.059, 2.550)  0.39
H (-6.932, 1.285, -1.577)  0.20
H (2.785, -3.049, -2.461)  0.17
H (-2.137, -0.468, -0.437)  0.21
H (-6.435, 3.368, 1.273)  0.18
H (4.023, -4.265, -2.843)  0.41
H (0.683, -0.068, -4.472)  0.50
H (1.178, -1.936, -0.270)  0.33
H (2.077, -4.290, 3.862)  0.21
H (3.794, 0.479, -3.078)  -0.03
H (-3.522, 4.991, 1.143)  0.15
H (2.317, -1.113, 1.275)  -0.16
H (5.739, -1.147, 0.866)  0.35
H (4.426, -2.544, -2.936)  0.34
H (4.291, 0.664, 1.622)  0.41
H (-8.627, 1.008, -1.767)  0.17
H (-6.572, 2.623, 2.841)  0.23
H (1.862, 1.807, -4.838)  0.43
H (-0.176, -3.754, 0.250)  0.22
H (-1.823, 3.385, 0.903)  0.16
H (-0.395, 1.162, -2.574)  0.37
H (4.787, 0.247, -0.931)  0.60
H (-3.097, 6.638, 1.462)  0.20
H (0.185, -4.691, 1.465)  0.48
H (-0.895, -1.623, 1.938)  0.45
H (-4.882, 2.682, -0.282)  0.20
H (1.055, 1.593, 0.782)  0.63
H (3.744, -4.872, 2.261)  0.22
H (3.363, 1.612, 0.474)  0.45
H (3.838, 2.219, -2.812)  0.25
H (-9.480, 4.400, -1.273)  0.23
H (2.061, -5.105, 5.388)  0.18
H (4.105, 1.555, -4.420)  0.39
H (3.279, -0.667, -0.882)  -0.62

Summary:
- LUMO level (eV) = -4.06
- HOMO (eV) = -11.3
- net charge = +1
- largest force on an atom (Eh/bohr) = 0.080

***

No. 3
C4H11O3 as an isolated structure in a non-equilibrium geometry. Source: the Open Molecules 2025 dataset; level of theory: ωB97M-V/def2-TZVPD.

Each line ends with the Mulliken charge.
CARTESIAN COORDINATES (ANGSTROEM)
O (3.465, -0.698, -0.597)  -0.82
O (-3.763, 0.068, 0.700)  -0.81
O (-3.094, -0.860, -1.470)  -0.99
C (1.878, 0.570, 0.630)  -0.22
C (0.895, -0.140, -0.109)  0.12
C (-0.459, -0.367, 0.424)  -1.06
C (3.234, 0.518, -0.106)  -0.48
H (1.328, -0.292, -1.085)  0.43
H (3.003, 1.254, -0.933)  0.21
H (1.643, -0.622, 0.761)  0.12
H (4.033, 0.975, 0.512)  0.32
H (-1.177, 0.338, -0.014)  0.28
H (-0.413, -0.314, 1.508)  0.30
H (1.696, 1.300, 1.416)  0.43
H (-4.112, 0.935, 0.478)  0.23
H (-3.833, -0.932, -2.077)  0.16
H (-3.451, -0.374, -0.268)  0.43
H (-0.872, -1.360, 0.231)  0.34

Summary:
- LUMO level (eV) = 2.51
- HOMO (eV) = -4.1
- net charge = -1
- ΔE to the lowest compared entry with this formula, charge and spin (eV) = 5.0523
- largest force on an atom (Eh/bohr) = 0.048

***

No. 4
A 8-piece molecular cluster, C22H47N4O10 overall in a non-equilibrium geometry. Source: the Open Molecules 2025 dataset; level of theory: ωB97M-V/def2-TZVPD.

Each line ends with the Mulliken charge.
CARTESIAN COORDINATES (ANGSTROEM)
O (4.378, 2.057, -4.148)  -0.68
O (1.021, -0.213, 0.169)  0.01
O (2.927, -3.553, 1.256)  -0.17
O (0.184, -1.842, -1.055)  -0.76
O (-0.947, 0.082, -0.742)  -0.61
O (-3.017, 0.323, -3.322)  -0.68
O (-0.370, -0.358, 4.926)  -0.62
O (0.250, 3.328, -2.798)  -0.47
O (-2.952, -2.688, 1.264)  -0.68
O (-4.947, -0.686, -0.351)  -0.50
N (-2.561, 2.093, -4.463)  0.00
N (-0.949, -2.674, 2.314)  0.32
N (4.165, -2.475, 2.830)  0.42
N (2.678, 0.770, -4.998)  -0.11
C (-1.941, 3.004, -5.311)  -0.95
C (0.706, 0.224, 4.746)  1.54
C (0.071, -3.082, 3.280)  -0.56
C (-5.178, 0.019, 0.632)  0.70
C (3.821, -3.590, 2.119)  0.46
C (-6.211, -0.344, 1.777)  -1.18
C (0.527, 3.977, -0.560)  -1.30
C (-1.836, 3.364, -1.533)  -0.90
C (2.824, 1.267, -2.541)  -0.13
C (-4.281, 1.217, 0.804)  -0.76
C (-2.795, -3.995, 3.245)  -1.23
C (-0.312, 3.561, -1.793)  0.97
C (0.030, -0.665, -0.586)  0.60
C (3.373, 1.377, -3.962)  0.60
C (-0.765, 0.451, -4.018)  0.02
C (0.826, 1.434, 3.802)  -1.55
C (1.996, -0.256, 5.363)  -2.10
C (3.041, 1.009, -6.396)  -1.04
C (-2.167, 0.971, -3.892)  0.37
C (4.277, -4.878, 2.670)  -1.81
C (-2.206, -3.066, 2.214)  0.71
C (3.681, -1.136, 2.386)  -1.91
H (4.786, -5.376, 1.845)  0.24
H (2.011, 0.026, -4.853)  0.32
H (-3.539, -4.666, 2.814)  0.32
H (-0.614, -2.163, 1.510)  -0.06
H (0.826, -2.295, 3.277)  -0.55
H (-0.215, 4.327, 0.157)  0.41
H (-0.244, 0.598, -3.072)  -0.79
H (4.826, -2.577, 3.588)  0.56
H (4.157, -0.764, 1.478)  0.27
H (-5.706, -0.853, 2.598)  0.26
H (4.949, -4.775, 3.521)  0.90
H (2.879, 2.226, -2.025)  0.25
H (-2.004, -4.671, 3.570)  0.42
H (3.364, -5.430, 2.894)  0.13
H (1.915, -0.317, 6.449)  1.00
H (-2.094, 2.317, -1.376)  -0.09
H (-3.267, 1.156, 0.409)  -0.02
H (-3.206, -3.466, 4.104)  0.21
H (-0.914, -0.612, -4.209)  0.43
H (2.633, -1.182, 2.089)  -0.27
H (1.791, 1.595, 3.322)  0.33
H (-0.304, -3.039, 4.303)  0.41
H (-0.203, 0.845, -4.865)  0.24
H (-6.781, 0.537, 2.073)  0.35
H (-1.254, 2.571, -6.038)  0.26
H (1.199, 4.807, -0.777)  0.40
H (2.888, 0.296, 5.067)  0.42
H (0.404, 2.334, 4.250)  0.60
H (-2.133, 3.750, -0.558)  0.48
H (2.044, -1.214, 4.845)  -0.09
H (3.379, 0.017, -6.694)  0.38
H (-4.959, 1.947, 0.363)  0.36
H (-2.632, 3.429, -6.039)  0.39
H (0.389, -4.062, 2.924)  0.54
H (-6.849, -1.143, 1.398)  0.33
H (-2.334, 3.878, -2.354)  0.34
H (-1.418, 3.801, -4.781)  0.23
H (2.183, 1.237, -7.029)  0.27
H (3.078, 0.417, -1.906)  0.39
H (-4.176, 1.707, 1.772)  0.45
H (1.045, 3.080, -0.221)  0.12
H (1.767, 1.000, -2.560)  -0.49
H (0.145, 1.316, 2.959)  0.13
H (-3.559, 2.245, -4.431)  0.29
H (3.831, -0.199, 2.922)  0.47
H (3.867, 1.698, -6.569)  0.31
H (0.702, 0.618, 0.527)  0.12

Summary:
- LUMO level (alpha / beta) (eV) = 4.03 / 4.03
- HOMO (alpha / beta) (eV) = 2.4 / -2.5
- 2S+1 = 2
- net charge = -2
- largest force on an atom (Eh/bohr) = 0.096

***

| no. | total energy (Ha) |
| --- | --- |
| 1 | -3298.69812 |
| 2 | -2204.83395 |
| 3 | -384.56795 |
| 4 | -1837.82117 |